(1)
{
  "formula": "C16H16N7O4S2Ti",
  "method": "wB97M-V/def2-TZVPD",
  "species": ["Ti", "O", "C", "O", "C", "C", "C", "C", "C", "N", "C", "O", "O", "H", "H", "H", "N", "C", "S", "N", "N", "C", "C", "C", "C", "C", "C", "N", "H", "H", "H", "H", "H", "H", "H", "C", "N", "C", "N", "S", "H", "H", "H", "H", "H", "H"],
  "positions_angstrom": [[0.27015, -0.17034, 0.01732], [2.87320, -0.41803, 3.18660], [1.89954, -0.41032, 2.48660], [1.86859, -0.28481, 1.17759], [0.50237, -0.56009, 3.02991], [0.12297, -0.71975, 4.34947], [-1.23234, -0.85440, 4.62572], [-2.16306, -0.83279, 3.58813], [-1.68693, -0.67104, 2.30539], [-0.39074, -0.53644, 2.05338], [-2.46788, -0.62886, 1.02672], [-3.66431, -0.69298, 0.95355], [-1.64483, -0.50671, -0.00636], [0.88082, -0.73495, 5.11996], [-1.56617, -0.97867, 5.64702], [-3.22538, -0.93826, 3.75643], [1.93110, 3.86769, -0.90763], [1.62257, 2.57029, -0.79808], [0.14861, 2.18732, 0.08298], [2.41163, 1.69932, -1.36307], [2.00072, 0.42690, -1.18777], [2.73359, -0.51336, -1.65737], [2.26500, -1.87389, -1.44090], [2.93253, -2.99565, -1.90607], [2.39090, -4.24606, -1.66452], [1.19191, -4.34755, -0.97212], [0.57976, -3.18676, -0.54062], [1.10596, -1.98206, -0.76473], [1.40355, 4.56571, -0.41680], [2.78754, 4.12668, -1.36876], [3.64893, -0.29015, -2.19235], [3.86063, -2.88003, -2.44800], [2.89656, -5.13505, -2.01597], [0.73634, -5.30502, -0.76748], [-0.36092, -3.21300, -0.00362], [-4.40405, -0.51224, -2.66236], [-2.96264, -0.65354, -2.78992], [-2.08955, 0.28008, -2.46098], [-2.52389, 1.47206, -2.07279], [-0.39314, -0.03700, -2.57628], [-4.87422, -1.41542, -3.03828], [-4.76354, 0.32731, -3.25983], [-4.68248, -0.37956, -1.61457], [-2.56857, -1.54138, -3.05153], [-3.49816, 1.65429, -1.89632], [-1.83965, 2.14480, -1.76448]],
  "atomic_forces_ev_per_a": [[0.045, -0.108, 0.143], [0.016, -0.009, -0.023], [-0.044, 0.017, 0.035], [-0.013, 0.013, -0.022], [0.043, 0.004, 0.006], [-0.025, 0.000, 0.005], [0.014, 0.010, -0.034], [0.011, -0.002, 0.010], [-0.042, -0.009, 0.009], [0.034, 0.046, 0.028], [-0.005, 0.041, -0.078], [0.004, -0.012, -0.026], [-0.038, -0.068, -0.011], [-0.001, -0.002, 0.003], [-0.002, -0.001, 0.002], [0.001, 0.000, 0.009], [-0.022, 0.015, 0.014], [-0.004, 0.015, 0.009], [0.040, 0.076, 0.011], [0.009, -0.016, -0.017], [0.082, -0.034, -0.067], [-0.097, 0.106, -0.006], [0.006, 0.008, -0.032], [0.029, 0.008, -0.012], [-0.030, -0.004, 0.014], [0.024, 0.022, -0.013], [-0.008, -0.038, -0.006], [-0.035, -0.055, 0.017], [0.002, 0.000, -0.003], [0.002, -0.011, -0.004], [0.016, -0.029, 0.015], [-0.001, 0.003, 0.002], [0.001, -0.001, 0.001], [0.000, -0.002, 0.000], [0.003, 0.012, 0.001], [-0.006, 0.010, -0.014], [0.011, -0.008, -0.011], [-0.005, -0.018, 0.003], [-0.010, 0.013, -0.022], [-0.008, 0.018, 0.031], [-0.005, -0.003, 0.013], [0.005, 0.001, 0.002], [-0.001, -0.005, 0.002], [-0.001, 0.001, -0.001], [0.001, 0.001, 0.011], [0.004, -0.004, 0.007]],
  "homo_lumo_gap_ev": 7.16,
  "charge": 1,
  "e_above_lowest_ev": 0.000,
  "mol_weight_g_mol": 482.35
}


(2)
{
  "formula": "C16H17AlN2O3S2Si",
  "method": "wB97M-V/def2-TZVPD",
  "species": ["Al", "C", "Si", "C", "C", "C", "C", "C", "C", "N", "C", "S", "H", "H", "H", "H", "H", "H", "H", "H", "H", "H", "H", "H", "S", "C", "N", "O", "C", "C", "C", "C", "C", "C", "C", "O", "O", "H", "H", "H", "H", "H"],
  "positions_angstrom": [[0.11140, 1.86508, -0.17597], [4.86897, -1.08181, 0.63090], [3.57247, -1.51165, 1.93240], [3.71111, -0.33764, 3.40796], [3.75774, -3.30292, 2.51506], [1.77906, -1.35156, 1.29878], [0.86425, -2.38716, 1.40673], [-0.47924, -2.22250, 1.06433], [-0.90266, -0.98462, 0.65131], [-0.04229, 0.03306, 0.53416], [1.27160, -0.13938, 0.80448], [2.21734, 1.27841, 0.46575], [5.86803, -1.21459, 1.04698], [4.77645, -0.04310, 0.32288], [4.79405, -1.70808, -0.25723], [4.68783, -0.43070, 3.88269], [2.95375, -0.54367, 4.16400], [3.59803, 0.69726, 3.08833], [4.73194, -3.44445, 2.98144], [3.68535, -4.01359, 1.69181], [3.00531, -3.56734, 3.25812], [1.19885, -3.35208, 1.76293], [-1.17509, -3.04380, 1.13617], [-1.93158, -0.76491, 0.39856], [-0.57618, 3.64121, 1.01499], [-1.35535, 4.28402, -0.32711], [-1.90672, 4.76306, -1.21755], [-3.24858, 1.04826, -4.80500], [-3.66124, 1.14703, -3.53945], [-5.03376, 1.07214, -3.28639], [-5.51657, 1.16322, -2.00056], [-4.64389, 1.30246, -0.92302], [-3.29080, 1.37013, -1.16176], [-2.77355, 1.31114, -2.45904], [-1.32968, 1.43902, -2.74145], [-0.86445, 1.29787, -3.85594], [-0.54090, 1.68663, -1.70697], [-2.27082, 1.13506, -4.81010], [-5.69695, 0.95110, -4.13143], [-6.58208, 1.11775, -1.82180], [-5.02263, 1.37350, 0.08671], [-2.60848, 1.46815, -0.32670]],
  "atomic_forces_ev_per_a": [[0.288, -0.404, 0.592], [-0.313, -0.112, 0.235], [0.147, -0.086, 0.262], [0.028, -0.227, -0.320], [-0.016, 0.366, -0.148], [0.251, 0.089, 0.003], [-0.027, 0.087, -0.069], [-0.023, -0.031, 0.033], [-0.139, 0.000, -0.023], [0.259, 0.241, 0.069], [-0.051, -0.446, 0.228], [-0.043, 0.460, -0.241], [0.037, -0.047, 0.085], [-0.009, 0.057, -0.040], [-0.055, -0.049, -0.036], [0.083, -0.033, 0.008], [-0.064, -0.053, 0.002], [-0.024, 0.062, -0.018], [0.090, 0.024, 0.018], [-0.012, -0.024, -0.076], [-0.045, 0.019, 0.055], [-0.013, -0.061, 0.024], [-0.065, 0.007, 0.005], [-0.026, -0.068, -0.016], [0.219, -0.365, 0.133], [-0.351, 0.343, -0.103], [-0.058, 0.029, -0.181], [-0.211, 0.046, -0.155], [0.078, -0.057, 0.217], [-0.060, 0.023, -0.118], [0.067, -0.048, -0.031], [0.025, 0.003, 0.143], [0.069, -0.002, -0.093], [-0.058, 0.049, -0.072], [0.225, -0.096, 0.322], [0.049, 0.105, -0.091], [-0.230, 0.115, -0.680], [0.085, -0.036, 0.088], [-0.023, 0.007, -0.019], [-0.044, -0.003, -0.034], [-0.016, -0.020, 0.017], [-0.027, 0.133, 0.026]],
  "homo_lumo_gap_ev": 8.21,
  "mol_weight_g_mol": 404.52
}


(3)
{
  "formula": "C16H17AuN9S2Se",
  "method": "wB97M-V/def2-TZVPD",
  "species": ["Au", "N", "N", "C", "N", "S", "H", "H", "H", "H", "H", "Se", "N", "C", "C", "C", "C", "C", "N", "C", "C", "N", "C", "C", "C", "C", "C", "N", "H", "H", "H", "H", "H", "H", "S", "C", "N", "C", "C", "N", "H", "H", "H", "H", "H", "H"],
  "positions_angstrom": [[1.02608, -1.01899, 0.57992], [0.14545, -0.56493, 2.42159], [1.01589, -0.13177, 3.43208], [2.19428, 0.45106, 3.05312], [2.92296, 1.17918, 3.95373], [2.64782, 0.38359, 1.47102], [-0.45001, 0.30788, 2.06054], [-0.51975, -1.19613, 2.86183], [0.58009, 0.07464, 4.40934], [2.64800, 1.13355, 4.90952], [3.87219, 1.43900, 3.65639], [-2.32666, -3.94367, -5.81760], [-0.69600, -3.21455, -5.41108], [-0.68473, -2.77761, -4.14851], [0.47835, -2.18034, -3.54966], [1.68280, -1.95066, -4.15741], [2.71633, -1.36566, -3.44045], [2.46431, -0.92382, -2.14725], [1.39626, -1.38244, -1.46720], [0.37687, -1.95970, -2.14354], [-0.78258, -2.21530, -1.36329], [-0.68386, -2.05945, 0.01416], [-1.76868, -2.51454, 0.77911], [-2.91535, -3.11648, 0.18522], [-3.00695, -3.24312, -1.17034], [-1.89098, -2.90781, -1.95548], [-1.92472, -3.10943, -3.41249], [-2.90509, -3.58728, -4.11202], [1.79219, -2.21041, -5.19363], [3.68459, -1.11225, -3.96417], [3.14968, -0.25470, -1.67703], [-1.67371, -2.56731, 1.86138], [-3.76536, -3.19437, 0.82977], [-3.90401, -3.51333, -1.74227], [-1.82524, 1.86505, 1.55803], [-0.93532, 3.25921, 1.63235], [0.31745, 3.57336, 1.21160], [0.54340, 4.97279, 1.28304], [-0.66045, 5.50104, 2.09232], [-1.38985, 4.25506, 2.37028], [0.84206, 2.85897, 0.71548], [0.63964, 5.34342, 0.26869], [1.53662, 5.24815, 1.83032], [-1.22711, 6.26053, 1.55959], [-0.43032, 5.97306, 3.05388], [-2.30661, 4.13654, 2.81911]],
  "atomic_forces_ev_per_a": [[0.633, 0.257, 0.446], [-1.589, 1.730, 1.127], [0.378, 1.064, 2.576], [-0.975, 0.813, 2.540], [-0.672, -1.477, -2.334], [1.903, 0.466, -1.692], [0.311, -0.742, 0.596], [0.199, -0.162, -0.066], [1.045, -0.424, -2.443], [0.258, 0.234, 0.763], [-0.684, -0.096, 0.611], [1.403, 1.459, 2.208], [-0.167, 0.432, 0.428], [-0.054, -1.562, -3.110], [-1.302, -0.375, 2.353], [0.934, 0.023, -0.403], [0.848, 0.974, -1.044], [-0.100, -1.420, -0.647], [-0.119, 0.663, -1.624], [2.288, 1.418, -0.941], [-2.300, -2.647, 1.824], [-3.757, -2.042, -1.383], [1.157, -0.660, -2.411], [0.907, 1.874, 1.114], [0.208, 0.234, -1.360], [-0.105, 1.175, 0.475], [0.065, 0.409, 0.355], [-0.204, -0.611, 0.163], [0.177, -0.043, -0.336], [-1.257, -0.288, 0.796], [0.361, 0.091, 0.637], [0.070, 0.489, -0.267], [-0.360, -0.697, 0.249], [0.211, -0.301, 0.722], [-0.016, -1.889, -0.514], [1.319, 0.360, 1.342], [-1.254, -2.443, -0.213], [2.678, 1.703, 1.075], [-0.159, 0.335, 0.871], [-1.163, 0.852, -0.430], [-0.079, 0.777, -0.068], [-0.248, 0.588, 0.003], [-1.637, -0.640, -0.947], [-0.308, -0.312, -0.314], [0.477, -0.157, -0.269], [0.678, 0.564, -0.457]],
  "homo_lumo_gap_ev": [5.49, 2.64],
  "spin_multiplicity": 3,
  "charge": 3,
  "mol_weight_g_mol": 675.44
}


(4)
{
  "formula": "C16H17ClN2O",
  "method": "wB97M-V/def2-TZVPD",
  "species": ["C", "C", "C", "C", "C", "C", "C", "H", "H", "H", "N", "C", "O", "N", "H", "C", "H", "H", "C", "C", "C", "C", "C", "C", "C", "H", "H", "Cl", "H", "H", "H", "H", "H", "H", "H", "H", "H"],
  "positions_angstrom": [[-3.52890, 0.21438, 2.09860], [-2.84603, -0.46525, 0.80268], [-1.50003, -0.71840, 0.75382], [-1.04943, -1.43400, -0.37401], [-1.88469, -1.82905, -1.60805], [-3.30255, -1.39252, -1.37749], [-3.88179, -0.83474, -0.14096], [-4.85804, -0.41177, -0.41790], [-3.91968, -1.47496, -2.38780], [-1.44708, -2.15982, -2.34622], [0.19217, -1.53666, -0.42027], [1.15568, -1.29017, 0.32246], [1.11872, -1.17081, 1.44307], [2.54099, -1.50124, -0.06741], [2.57108, -1.78253, -1.22465], [3.53650, -0.83484, 0.56077], [4.57523, -1.52658, 0.39126], [3.34173, -0.70917, 1.57322], [3.83042, 0.67201, -0.33647], [2.34113, 1.25979, -0.20124], [1.80418, 1.84807, 0.70899], [0.43261, 2.41585, 0.96572], [-0.24925, 2.26103, -0.25548], [0.19612, 1.58629, -1.27321], [1.56077, 1.24398, -1.68268], [2.03704, 0.61476, -2.33736], [-0.35669, 1.22514, -2.31834], [-1.84386, 2.85249, -0.33078], [0.06798, 2.76363, 1.79929], [2.49665, 1.92673, 1.75292], [4.44689, 1.29399, 0.22711], [4.07448, 0.39275, -1.41268], [0.55158, -2.07715, -1.31429], [-1.05368, -0.74415, 1.61227], [-2.96936, 0.01031, 2.88252], [-4.52729, 0.02214, 2.27533], [-3.65357, 1.29049, 1.65727]],
  "atomic_forces_ev_per_a": [[0.345, 2.639, -7.023], [-5.551, 0.190, 1.820], [-5.137, -1.534, -5.065], [-8.247, 1.182, -1.722], [-6.104, 6.587, 13.512], [1.285, -1.003, -2.006], [4.278, -0.414, -4.220], [0.297, -0.091, 1.459], [0.828, 0.059, 2.498], [3.909, -3.359, -7.678], [4.542, -5.386, -10.513], [8.547, -1.157, -0.955], [-2.139, 2.575, 10.636], [-4.363, -3.241, -7.633], [0.820, 1.453, 4.277], [6.386, 0.929, -4.160], [-2.602, 1.977, 0.847], [-0.314, 0.517, 1.665], [-4.428, -2.946, 1.615], [5.430, -4.200, -14.530], [-3.714, 6.071, 14.118], [4.404, -3.949, -8.910], [-1.481, 2.428, 6.218], [4.273, -4.866, -11.915], [-2.109, 1.804, 10.773], [0.193, -1.119, -2.236], [-0.153, 1.675, 3.253], [-1.447, 0.400, -0.117], [-1.616, 2.001, 4.292], [-1.734, -0.277, -2.577], [1.633, 0.944, 0.403], [-0.060, 0.604, 1.654], [-0.938, 1.590, 2.030], [3.310, 0.543, 4.447], [2.703, 0.029, 3.940], [-2.018, -1.431, 0.095], [0.973, -1.225, 1.710]],
  "homo_lumo_gap_ev": 7.76,
  "smiles": "Cc1cccc(NC(=O)NCCc2ccc(Cl)cc2)c1",
  "e_above_lowest_ev": 13.618,
  "mol_weight_g_mol": 288.78
}


What is the formula in the first record? C16H16N7O4S2Ti